85
Properties=species:S:1:pos:R:3:mulliken_spin:R:1 method="wB97M-V/def2-TZVPD" max_force_ev_per_a=6.73 multiplicity=5 s_squared=6.040 total_charge=0 de_lowest_ev=0.000
C 2.533 -0.389 0.344 0.063
C 2.388 -1.214 -0.802 0.132
C 1.815 -0.418 -1.846 0.049
H 2.778 -2.224 -0.892 -0.015
C 1.585 0.891 -1.315 0.113
C 2.076 0.907 0.019 0.157
H 1.172 1.743 -1.849 0.021
C -1.163 -2.446 0.978 0.260
C 0.121 -2.676 0.434 0.076
C 0.048 -2.410 -0.996 0.145
H 0.970 -3.135 0.938 0.015
C -1.305 -1.948 -1.261 0.036
C -2.020 -1.969 -0.042 0.170
H 1.704 -0.708 -2.887 0.009
H 2.136 1.779 0.654 0.054
H 3.010 -0.686 1.275 0.018
H -3.076 -1.722 0.068 0.001
H 0.679 -2.858 -1.757 -0.025
H -1.490 -2.671 1.991 0.001
Co 0.548 -0.581 -0.350 2.513
C -1.833 -1.651 -2.631 0.047
C -3.354 -1.866 -2.650 0.002
C -1.183 -2.572 -3.681 0.017
H -3.589 -2.899 -2.363 0.001
H -3.732 -1.677 -3.657 0.001
H -3.855 -1.177 -1.963 0.000
H -1.343 -3.623 -3.407 -0.007
H -0.104 -2.395 -3.781 -0.001
H -1.650 -2.393 -4.657 0.001
C -1.419 -0.173 -2.922 0.007
C -1.952 0.356 -4.228 0.001
H -0.319 -0.089 -2.948 0.007
H -1.800 0.497 -2.125 -0.010
O -2.940 -0.167 -4.727 0.000
N -1.342 1.400 -4.857 0.000
C -0.171 2.135 -4.408 0.002
H -1.843 1.759 -5.661 0.000
C 1.130 1.480 -4.836 0.001
C 2.333 2.102 -4.488 -0.002
H 2.290 3.037 -3.923 0.000
C 3.553 1.531 -4.852 0.000
H 4.483 2.022 -4.562 0.000
C 3.575 0.339 -5.588 0.000
H 4.529 -0.105 -5.879 0.000
C 2.375 -0.275 -5.958 0.000
H 2.372 -1.201 -6.536 0.000
C 1.149 0.302 -5.594 0.000
H 0.208 -0.151 -5.919 0.000
H -0.196 2.222 -3.306 0.001
H -0.224 3.157 -4.814 0.000
O -0.393 0.334 1.002 0.137
Si -0.306 0.560 2.612 -0.040
C 1.185 -0.281 3.388 0.010
C 1.281 -1.680 3.389 0.006
C 2.428 -2.320 3.869 -0.002
C 3.466 -1.567 4.427 0.000
C 3.350 -0.175 4.494 0.001
C 2.212 0.465 3.984 -0.002
C -0.281 2.353 3.160 0.005
C -1.223 2.823 4.088 -0.001
C -1.160 4.139 4.565 0.000
C -0.152 5.001 4.120 0.000
C 0.775 4.549 3.174 0.000
C 0.700 3.239 2.686 0.007
C -1.776 -0.225 3.449 0.001
C -3.028 -0.101 2.834 0.017
C -4.167 -0.638 3.442 0.001
C -4.056 -1.333 4.653 0.003
C -2.802 -1.484 5.254 0.000
C -1.665 -0.920 4.661 0.003
H 0.444 -2.288 3.036 0.005
H 2.497 -3.409 3.813 0.000
H 4.355 -2.065 4.817 0.000
H 4.143 0.423 4.946 0.000
H 2.117 1.549 4.067 0.001
H -2.007 2.153 4.448 0.001
H -1.899 4.485 5.290 0.000
H -0.090 6.022 4.503 0.000
H 1.564 5.211 2.815 0.000
H 1.421 2.904 1.940 -0.017
H -3.114 0.417 1.875 0.004
H -5.139 -0.513 2.961 0.000
H -4.945 -1.757 5.123 0.000
H -2.699 -2.039 6.188 0.000
H -0.691 -1.024 5.144 0.000